27
Properties=species:S:1:pos:R:3:forces:R:3:lowdin_charge:R:1 method="wB97M-V/def2-TZVPD" e_tot_ha=-779.70063 charge=-1 gap_ev=10.0 de_lowest_kj_mol=161.89
N 2.2140 -0.6531 0.6055 -2.60 -3.12 -0.88 0.145
C 0.8202 -1.0824 0.8031 3.00 4.45 -0.93 -0.696
O 0.6854 -1.9229 1.6206 -1.39 -3.15 1.87 0.065
O -0.0303 -0.2842 0.2537 0.06 -1.18 -0.89 -0.143
H 2.3256 0.1829 0.1763 0.32 3.01 -1.42 0.025
H 2.7524 -0.7815 1.3957 1.23 -0.45 1.71 0.047
H -1.1447 2.9106 0.8263 0.12 0.82 2.34 0.000
H -1.2061 2.9000 2.4899 -0.15 -0.17 -1.13 0.007
O -1.2354 3.4579 1.6936 0.02 0.01 -0.84 -0.158
H -0.0182 1.2267 -0.0317 -0.52 1.23 -0.51 0.031
H -0.9373 1.7921 -1.1556 0.49 0.57 0.75 0.066
O -0.3921 2.1273 -0.4014 0.07 -1.76 -1.12 -0.127
H -1.7863 0.7975 0.9345 -1.12 0.25 1.21 0.056
H -0.9545 0.2568 1.8381 1.80 -1.23 0.76 -0.016
O -1.7842 0.6778 1.9210 -1.26 1.04 -1.30 -0.065
H 0.5237 -0.1585 -2.8462 -0.26 -0.49 -0.50 0.050
H 1.2648 0.9321 -2.2643 0.49 0.64 0.27 0.052
O 1.3540 0.3169 -2.9950 -1.19 0.91 0.08 -0.023
H -2.0524 -1.1480 2.9592 0.24 1.02 -0.12 -0.029
H -1.0902 -2.2950 2.3834 -1.98 1.11 0.65 0.043
O -2.0327 -2.0552 2.7026 1.61 -2.35 -0.58 -0.112
H 2.7648 -1.7573 -1.7699 0.35 -0.23 1.84 -0.039
H 2.2497 -0.8858 -2.8719 0.77 -1.85 0.16 -0.023
O 2.6015 -1.8259 -2.6866 -0.37 1.00 -1.74 -0.118
H -2.2255 -1.4268 -2.3227 0.77 -0.39 1.42 0.043
H -1.0294 -0.5545 -1.2663 -0.39 -1.83 1.15 -0.010
O -1.6372 -0.7474 -1.9919 -0.11 2.16 -2.22 -0.071